Density functional theory data (ωB97M-V/def2-TZVPD) for an isolated molecule of C6H7N.

Properties
HOMO: -9.704 eV
Orbital gap: 10.683 eV

Last column: Mulliken charge in e.
Geometry (Å):
N 0.026154 -1.007522 -1.655331  -0.141
C 0.496147 -0.795413 -2.711586  -0.176
C -0.370530 -0.875401 -0.287433  0.270
C -1.188104 0.438372 -0.144294  -0.793
C -0.210076 1.390555 0.492859  -0.367
C 0.910677 0.788490 0.878144  -0.365
C 0.908809 -0.687094 0.573974  -0.795
H -0.946008 -1.758542 0.008082  0.306
H -1.529960 0.777797 -1.128424  0.349
H -2.080046 0.296924 0.477606  0.281
H -0.429409 2.445653 0.625631  0.401
H 1.744300 1.278655 1.371791  0.400
H 1.793096 -1.003148 0.009424  0.349
H 0.874950 -1.289326 1.489559  0.281

Atoms 1-6, force components in eV/Å:
N 0.6 0.4 -1.1
C -0.5 -0.4 0.9
C 0.0 0.0 0.1
C -0.1 0.0 0.0
C 0.1 0.0 0.1
C -0.1 0.1 0.0

***

Density functional theory data (ωB97M-V/def2-TZVPD) for a structure of composition C19H36CaF12O18P2.

Properties
HOMO: -10.280 eV
Orbital gap: 5.923 eV

Last column: Mulliken charge in e.
Geometry (Å):
Ca -0.534579 0.203210 -0.016800  1.997
P -5.998289 0.407200 1.657700  1.171
F -7.405029 0.706260 2.388070  -0.357
F -6.804969 -0.270390 0.382870  -0.389
F -5.989459 1.847030 1.033070  -0.327
F -4.702469 0.027810 0.781110  -0.361
F -5.189629 0.747940 3.071870  -0.357
F -6.050359 -1.154060 2.163030  -0.382
P 3.012341 -4.278560 0.548330  1.184
F 2.014241 -3.042690 0.707250  -0.362
F 3.061841 -4.004060 -0.999880  -0.337
F 4.245951 -3.186440 0.709270  -0.382
F 4.137271 -5.516230 0.451450  -0.385
F 3.053281 -4.383520 2.204860  -0.376
F 1.815321 -5.368200 0.437360  -0.347
C 5.418171 1.489100 -7.123860  -1.332
C 5.411131 1.059330 -5.656280  0.365
C 5.589161 2.305520 -4.721750  -0.420
O 4.650591 1.931190 -3.729650  -0.309
C 3.784161 1.010590 -4.110210  0.638
O 2.798051 0.638090 -3.518840  -0.594
O 4.070721 0.613210 -5.315630  -0.340
H 6.488411 1.604150 -7.295440  0.406
H 5.023821 2.460150 -7.423290  0.341
H 5.101891 0.636720 -7.725120  0.331
H 6.213531 0.343480 -5.477910  0.300
H 5.414451 3.244140 -5.247650  0.294
H 6.629151 2.259580 -4.398610  0.315
C 6.741041 2.855740 2.476580  -0.620
O 5.583321 2.267650 1.906370  -0.291
C 4.590251 1.564460 2.536920  0.771
O 3.564571 1.113090 1.944910  -0.564
O 4.942711 1.341240 3.798110  -0.341
C 4.350611 0.268660 4.524040  -0.554
H 7.334661 2.164440 3.074750  0.292
H 6.550201 3.776460 3.027900  0.291
H 7.405061 3.116130 1.652330  0.244
H 4.821911 0.224340 5.505880  0.190
H 4.551691 -0.608690 3.909290  0.330
H 3.279401 0.470040 4.516850  0.254
C -3.924099 -5.683130 -1.737710  -0.615
O -2.884609 -5.566310 -2.674530  -0.322
C -2.051599 -4.466620 -2.782030  0.789
O -2.170519 -3.356020 -2.197560  -0.584
O -1.156439 -4.645710 -3.749780  -0.292
C -0.981299 -5.845940 -4.511860  -0.693
H -4.697689 -6.383560 -2.052430  0.234
H -4.393199 -4.700930 -1.679960  0.309
H -3.579419 -6.001890 -0.754000  0.262
H -1.866069 -6.299180 -4.958900  0.309
H -0.401159 -6.635880 -4.034860  0.315
H -0.464709 -5.640260 -5.449380  0.287
C -2.227279 4.298610 5.172230  -0.622
O -1.610779 3.903560 3.971960  -0.319
C -1.807519 4.417620 2.769040  0.878
O -1.326819 3.807060 1.851640  -0.624
O -2.555969 5.424100 2.771470  -0.337
C -3.280999 5.972750 1.638540  -0.640
H -3.296049 4.115480 5.061400  0.315
H -1.974289 5.333370 5.403260  0.283
H -1.943609 3.683630 6.026300  0.220
H -4.363939 6.061290 1.725180  0.288
H -3.267109 5.263340 0.811100  0.284
H -2.815829 6.937610 1.436680  0.277
C -0.950609 -1.865750 7.509030  -0.706
O -0.976989 -1.282630 6.281200  -0.251
C -1.247059 -2.013430 5.179390  0.700
O -1.042169 -1.502740 4.040570  -0.527
O -1.546459 -3.340990 5.496790  -0.322
C -2.108389 -4.116430 4.470970  -0.604
H -1.156409 -0.931750 8.031910  0.296
H -0.088189 -2.442680 7.842900  0.290
H -1.791439 -2.493600 7.803830  0.318
H -1.449089 -4.114640 3.602980  0.269
H -3.096789 -3.704700 4.266900  0.308
H -2.307499 -5.145580 4.769820  0.228
C -4.447829 0.684450 -4.495030  -0.619
O -3.659889 1.844450 -4.967720  -0.289
C -2.563469 2.287260 -4.376790  0.804
O -2.188329 2.022280 -3.243270  -0.634
O -2.097689 3.253950 -5.109470  -0.291
C -1.042449 4.065370 -4.760950  -0.560
H -4.707209 0.124300 -5.393400  0.260
H -5.275649 1.003310 -3.861680  0.309
H -3.988009 -0.015400 -3.797270  0.280
H -0.892369 4.748800 -5.596710  0.219
H -0.146829 3.469240 -4.586060  0.242
H -1.162359 4.589820 -3.812960  0.290

Atoms 1-6, force components in eV/Å:
Ca -0.2 -0.2 0.2
P -2.3 -4.0 0.6
F 0.4 0.3 0.0
F -0.8 1.5 -0.7
F 0.4 1.0 0.2
F 2.3 0.6 0.4

***

Density functional theory data (ωB97M-V/def2-TZVPD) for a structure of composition C33H49GeN2O8S3SeZr.

Properties
2S+1: 2
HOMO (spin up / spin down): -7.918 / -8.254 eV
Orbital gap (spin up / spin down): 8.164 / 6.743 eV

Last column: Mulliken charge in e.
Geometry (Å):
Zr 1.436395 -0.903607 0.057203  0.817
C 2.977374 0.188273 2.960903  -1.818
C 3.264050 -1.295400 2.772694  1.641
C 2.982968 -2.080437 4.042513  -1.909
C 4.698000 -1.506772 2.307857  -1.554
O 2.409274 -1.789134 1.705593  0.653
Ge 0.894217 -3.114414 1.914009  -0.761
O -0.052184 -1.461040 1.904301  1.039
C -1.208546 -1.279681 2.781901  1.574
C -1.588757 -2.598948 3.450571  -2.109
C -2.430116 -0.759940 2.038333  -1.249
C -0.783098 -0.271393 3.844318  -1.297
O 1.155133 -2.993478 -0.026895  2.143
C 1.758581 -4.176756 -0.678052  0.983
C 0.829794 -5.352233 -0.397099  -1.587
C 3.146149 -4.405525 -0.094387  -1.592
C 1.825893 -3.928273 -2.175686  -1.449
H 3.607446 0.611623 3.744316  0.601
H 1.931297 0.351973 3.222365  -0.005
H 3.206209 0.724645 2.037387  0.385
H 3.634287 -1.726529 4.842335  0.501
H 3.175340 -3.144527 3.890603  0.401
H 1.948202 -1.950710 4.369564  0.292
H 5.398575 -1.136995 3.058568  0.429
H 4.877924 -0.976083 1.371337  0.258
H 4.886297 -2.569184 2.144401  0.326
H -1.859857 -3.346008 2.700662  0.464
H -2.455213 -2.430743 4.090875  0.445
H -0.786387 -2.988894 4.081574  0.457
H -2.795250 -1.494075 1.328415  0.310
H -2.212149 0.171090 1.524797  -0.327
H -3.217262 -0.555275 2.768115  0.597
H 0.065178 -0.649924 4.418621  0.134
H -1.606414 -0.079680 4.534444  0.490
H -0.498451 0.674063 3.379457  0.035
H 0.824720 -5.628612 0.659753  0.341
H 1.170065 -6.218350 -0.965795  0.471
H -0.185694 -5.103903 -0.705732  0.256
H 3.098024 -4.593420 0.982066  0.241
H 3.785803 -3.542764 -0.273838  0.116
H 3.591057 -5.281951 -0.566955  0.625
H 0.826513 -3.782935 -2.578667  0.204
H 2.272723 -4.803877 -2.649641  0.552
H 2.441483 -3.064219 -2.410775  0.214
C -6.852564 0.535574 -2.409698  -1.568
C -5.512275 -0.102903 -2.165251  0.948
C -5.229028 -1.372736 -2.657756  -0.875
C -4.003764 -1.974724 -2.420615  -1.195
C -3.049210 -1.303537 -1.671114  -0.410
C -3.307259 -0.033521 -1.171802  0.586
C -4.533266 0.558348 -1.427155  -1.402
S -1.522776 -2.145794 -1.345497  1.860
O -1.627409 -2.827044 -0.082982  -0.878
O -1.278541 -2.979883 -2.496357  -0.850
N -0.441493 -0.931076 -1.202675  1.226
C -0.394004 0.003938 -2.272631  -0.617
C -0.505336 -0.328714 -3.623775  -0.637
C -0.393752 0.674932 -4.564048  -0.914
C -0.131051 1.977931 -4.163391  -0.884
C -0.004258 2.216629 -2.809776  -0.532
N -0.166650 1.258939 -1.904388  0.966
H -7.285191 0.199940 -3.351783  0.394
H -6.772068 1.621969 -2.434104  0.372
H -7.551745 0.272926 -1.612717  0.294
H -5.974074 -1.894486 -3.247069  0.400
H -3.774885 -2.951791 -2.825039  0.580
H -2.555244 0.498884 -0.602823  0.127
H -4.729563 1.556121 -1.050297  0.468
H -0.655732 -1.359715 -3.909270  0.652
H -0.478298 0.433535 -5.615953  0.434
H -0.008700 2.779377 -4.877783  0.466
H 0.222317 3.203654 -2.416744  0.371
C 0.585708 7.697832 -0.471311  -1.637
C 0.405650 6.232259 -0.182111  0.672
C -0.784565 5.579509 -0.476485  -1.059
C -0.967982 4.229535 -0.208480  0.601
C -2.305805 3.609166 -0.524894  -1.226
C 0.102037 3.502022 0.350198  0.488
Se -0.239099 1.677432 0.740065  0.134
C 1.305515 4.140445 0.678208  0.884
C 2.443480 3.439545 1.360340  -1.114
C 1.428865 5.498358 0.400349  -1.030
H -0.313140 8.129812 -0.909140  0.346
H 1.412942 7.855529 -1.165255  0.343
H 0.816795 8.246626 0.443055  0.362
H -1.601277 6.139783 -0.919104  0.298
H -2.977094 4.357338 -0.944263  0.431
H -2.765072 3.190334 0.373270  0.292
H -2.201375 2.795140 -1.244212  0.020
H 2.542276 2.420798 0.999514  -0.320
H 2.289452 3.414456 2.442556  0.384
H 3.379476 3.961878 1.164816  0.408
H 2.362099 5.993704 0.648161  0.422
O 4.838201 0.406227 -0.971832  -0.671
S 3.536694 0.137813 -1.507490  0.983
O 3.101222 -1.314922 -1.172226  -0.691
O 2.449794 0.805202 -0.622949  -0.653
S 3.231431 0.531432 -3.354619  -0.389

Atoms 1-6, force components in eV/Å:
Zr -0.8 0.5 -0.3
C 0.0 -0.1 0.0
C 0.1 0.1 -0.1
C 0.0 0.0 0.0
C 0.0 0.0 0.0
O 0.2 0.1 0.3